Entry from the OMol25 dataset: an isolated molecule of C18H20N2O5 (ωB97M-V/def2-TZVPD).

Last column: Löwdin charge in e.
Atoms and positions in Å:
C1 5.37907 -3.54397 2.11223  -0.062
C2 4.58065 -4.36927 1.11272  -0.218
H1 4.19749 -5.28280 1.57284  0.123
H2 5.20427 -4.61956 0.24778  0.121
O1 3.42384 -3.66860 0.66156  -0.014
C3 3.60213 -2.78304 -0.33104  -0.451
O2 4.67039 -2.57955 -0.85806  0.107
C4 2.34538 -2.10194 -0.71258  -0.129
C5 2.38998 -1.14936 -1.73026  -0.003
C6 1.24323 -0.49721 -2.12299  -0.003
C7 0.02431 -0.78290 -1.50482  -0.200
C8 -0.02321 -1.73043 -0.48392  0.008
C9 1.12989 -2.38042 -0.09306  0.002
H3 1.09282 -3.11383 0.69661  0.119
H4 -0.96091 -1.94949 -0.00181  0.102
N1 -1.10427 -0.10464 -1.96755  0.147
C10 -2.33754 -0.03633 -1.40376  -0.468
O3 -2.67838 -0.63853 -0.40804  0.057
C11 -3.32029 0.86420 -2.14880  -0.088
H5 -4.17801 0.99068 -1.48573  0.119
H6 -3.66909 0.32556 -3.03350  0.126
C12 -2.74475 2.22682 -2.56213  -0.098
C13 -1.75633 2.73713 -1.51872  -0.515
O4 -0.56182 2.79054 -1.73219  0.059
N2 -2.31862 3.10524 -0.35220  0.089
H7 -3.30869 2.98392 -0.20946  0.152
C14 -1.52922 3.48849 0.79911  -0.082
C15 -1.91694 2.71055 2.01353  -0.260
C16 -2.23353 1.39651 2.19768  -0.009
C17 -2.53347 1.25563 3.57585  -0.057
C18 -2.37683 2.48925 4.12295  -0.125
O5 -2.00947 3.38040 3.18486  0.042
H8 -2.49050 2.85318 5.12456  0.117
H9 -2.82332 0.35669 4.07913  0.101
H10 -2.25831 0.62330 1.45740  0.087
H11 -1.65576 4.55647 1.01297  0.135
H12 -0.48288 3.31075 0.52526  0.133
H13 -3.55683 2.94469 -2.68688  0.121
H14 -2.21465 2.15644 -3.51371  0.119
H15 -0.90536 0.53681 -2.72380  0.130
H16 1.28228 0.24914 -2.90309  0.116
H17 3.33857 -0.93711 -2.19927  0.121
H18 5.76193 -2.64849 1.62904  0.075
H19 6.21539 -4.12944 2.48344  0.076
H20 4.74804 -3.25227 2.94848  0.077

Atoms 1-2, force components in eV/Å:
C -0.30 -0.06 -0.29
C 0.56 -0.15 0.08

Calculated values
Energy relative to the best compared isomer or geometry (same formula, charge and spin) ... 7.3 kcal per mole
Gap between HOMO and LUMO ... 9.09 eV
F_max ... 0.8 eV/A
E_HOMO ... -8.57 eV
SMILES string ... CCOC(=O)c1ccc(NC(=O)CCC(=O)NCc2ccco2)cc1

***

Entry from the OMol25 dataset: an isolated molecule of C18H20N2O5S2 at a distorted geometry (ωB97M-V/def2-TZVPD).

Last column: Löwdin charge in e.
Atoms and positions in Å:
O1 2.40200 0.78731 -2.99279  0.057
C1 1.58454 0.09303 -2.41803  -0.465
N1 1.91470 -0.73611 -1.41510  0.087
H1 1.21989 -1.22017 -0.86635  0.076
C2 3.24592 -0.71550 -0.83036  -0.173
C3 3.83180 -2.08586 -0.81964  -0.519
C4 4.56547 -2.69133 -1.79299  -0.132
C5 4.91870 -4.02158 -1.47494  -0.194
C6 4.44150 -4.40860 -0.26526  -0.424
S1 3.54894 -3.15919 0.51050  1.032
H2 4.55869 -5.35453 0.22520  0.056
H3 5.50266 -4.65550 -2.11800  0.098
H4 4.84783 -2.19681 -2.70506  0.114
H5 3.17702 -0.31327 0.18615  0.118
H6 3.85003 -0.04739 -1.45081  0.128
C7 0.12232 0.08413 -2.89366  -0.191
C8 -0.93577 -0.49302 -1.94568  -0.149
N2 -1.18741 0.32688 -0.77998  -0.228
S2 -0.33938 0.04717 0.62189  0.686
O2 0.73644 0.97451 0.82616  -0.267
O3 -0.02602 -1.35765 0.63606  -0.297
C9 -1.61513 0.37137 1.83252  -0.277
C10 -2.71242 -0.46318 1.85406  -0.052
C11 -3.74178 -0.26140 2.77095  0.030
C12 -3.60415 0.79908 3.63692  -0.194
C13 -2.48346 1.63949 3.60731  -0.187
C14 -1.46545 1.44444 2.70585  0.037
H7 -0.58721 2.06533 2.66401  0.128
O4 -2.61198 2.59801 4.56856  0.046
C15 -3.83899 2.33771 5.21944  -0.144
O5 -4.45302 1.21506 4.61736  0.046
H8 -3.65587 2.13007 6.28532  0.143
H9 -4.50003 3.21319 5.12627  0.142
H10 -4.60612 -0.90201 2.80852  0.123
H11 -2.75107 -1.28024 1.15321  0.118
C16 -1.46639 1.71853 -1.06253  -0.188
C17 -0.39994 2.34294 -1.95852  -0.155
C18 -0.26208 1.52880 -3.24280  -0.153
H12 0.51749 1.95760 -3.87267  0.114
H13 -1.20596 1.53921 -3.79342  0.118
H14 0.55179 2.34573 -1.42478  0.114
H15 -0.67303 3.37375 -2.18801  0.118
H16 -2.44851 1.77081 -1.54788  0.133
H17 -1.52285 2.23403 -0.10233  0.114
H18 -1.88250 -0.56603 -2.49645  0.136
H19 -0.67903 -1.49033 -1.58777  0.118
H20 0.11779 -0.51847 -3.81041  0.156

Atoms 1-2, force components in eV/Å:
O 0.21 0.31 -0.20
C -0.38 -0.35 -0.16

Calculated values
Energy relative to the best compared isomer or geometry (same formula, charge and spin) ... 17.4 kcal per mole
Gap between HOMO and LUMO ... 9.04 eV
F_max ... 1.2 eV/A
E_HOMO ... -8.54 eV
SMILES string ... O=C(NCc1cccs1)[C@@H]1CCCN(S(=O)(=O)c2ccc3c(c2)OCO3)C1

***

Entry from the OMol25 dataset: a structure of composition C18H20N6O3RuS at a distorted geometry (ωB97M-V/def2-TZVPD).

Last column: Löwdin charge in e.
Atoms and positions in Å:
Ru1 -0.07774 0.14825 0.07154  1.344
N1 -3.22211 -0.23614 -2.73631  0.094
C1 -1.97209 0.15915 -2.53575  -0.058
N2 -1.64854 -0.17064 -1.29061  -0.002
C2 -2.77168 -0.76237 -0.79018  -0.288
N3 -3.75406 -0.81660 -1.64086  0.197
C3 -2.69833 -1.20203 0.58949  -0.144
C4 -3.71534 -1.80968 1.30614  -0.004
N4 -3.55891 -2.13505 2.58318  0.151
C5 -2.39457 -1.84489 3.14584  -0.033
C6 -1.35601 -1.23440 2.44924  -0.052
N5 -1.51272 -0.92570 1.16404  0.025
H1 -3.78264 -0.13708 -3.57255  0.192
H2 -1.35414 0.65560 -3.26744  0.164
H3 -4.66386 -2.02885 0.82987  0.145
H4 -2.26454 -2.09652 4.19124  0.139
H5 -0.42357 -0.98272 2.92813  0.118
S1 2.14092 0.80583 0.27838  0.788
C7 2.35722 1.11933 1.91410  -0.712
N6 2.50631 1.33514 3.03975  0.156
C8 -0.13863 -3.21684 -2.15011  -0.036
C9 0.79930 -2.09291 -1.79016  -0.231
O1 0.73726 -1.79997 -0.35365  -0.379
C10 1.80656 -2.51665 0.36367  -0.223
C11 1.56059 -2.56124 1.84232  -0.052
H6 -0.16745 -3.33489 -3.23413  0.101
H7 -1.15057 -3.01736 -1.79445  0.073
H8 0.19314 -4.16292 -1.72301  0.093
H9 0.55105 -1.16965 -2.31750  0.096
H10 1.83725 -2.32189 -2.02887  0.136
H11 2.74793 -2.01882 0.12881  0.111
H12 1.82002 -3.51632 -0.06730  0.134
H13 1.51083 -1.55859 2.26983  0.047
H14 2.40698 -3.06118 2.31434  0.111
H15 0.65766 -3.12053 2.08631  0.087
O2 -0.26329 1.16338 1.78963  -0.151
C12 -0.70674 2.22331 1.19941  -0.473
O3 -0.78329 1.99600 -0.07149  -0.088
C13 -1.03089 3.44899 1.86033  -0.147
C14 -1.70988 4.45464 1.16199  0.011
C15 -2.00618 5.63418 1.81160  -0.033
C16 -1.62308 5.80679 3.13907  -0.014
C17 -0.93888 4.81045 3.82863  -0.028
C18 -0.64139 3.62208 3.19446  0.015
H16 -1.99747 4.30429 0.12988  0.127
H17 -2.53142 6.42323 1.29176  0.122
H18 -1.85943 6.73491 3.64315  0.126
H19 -0.63481 4.96935 4.85379  0.124
H20 -0.09922 2.83984 3.71047  0.122

Atoms 1-2, force components in eV/Å:
Ru -0.42 0.92 0.08
N -0.05 0.00 -0.03

Calculated values
Total charge ... +2
Energy relative to the best compared isomer or geometry (same formula, charge and spin) ... 8.2 kcal per mole
Gap between HOMO and LUMO (spin up / spin down) ... 5.73 / 5.75 eV
F_max ... 1.0 eV/A
E_HOMO (spin up / spin down) ... -15.13 / -15.13 eV

***

Entry from the OMol25 dataset: a cluster of 2 separate species, C18H20NS in total at a distorted geometry (ωB97M-V/def2-TZVPD).

Last column: Löwdin charge in e.
Atoms and positions in Å:
C1 2.46312 4.42848 0.89601  -0.254
S1 1.70778 2.94453 0.13759  0.986
C2 2.88483 1.71116 0.77392  -0.256
C3 0.29636 2.51169 1.03754  -0.452
C4 -0.93615 2.77659 0.48367  -0.412
N1 -1.97230 3.10465 0.02603  0.123
H1 1.88806 5.32182 0.64537  0.062
H2 2.49165 4.27284 1.97863  0.062
H3 3.47217 4.55693 0.49773  0.056
H4 2.51348 0.72613 0.48536  0.047
H5 3.87387 1.87243 0.34743  0.060
H6 2.87986 1.84861 1.85949  0.062
H7 0.35881 2.16993 2.08240  0.074
C5 3.17283 -3.89364 -1.49325  -0.032
C6 1.96336 -3.02184 -1.33781  -0.241
C7 1.55189 -2.21377 -2.40566  -0.016
C8 0.47472 -1.35977 -2.25311  0.011
C9 -0.22188 -1.23192 -1.00815  -0.188
C10 -1.29297 -0.30165 -0.94318  0.109
C11 -2.41695 -0.24606 -0.07597  -0.183
C12 -3.45793 0.67874 -0.42981  -0.024
C13 -4.57115 0.86524 0.36411  -0.048
C14 -4.70845 0.16421 1.56832  -0.011
C15 -3.75493 -0.80785 1.90668  -0.044
C16 -2.67315 -1.08012 1.06392  0.015
C17 0.22543 -2.06015 0.06071  0.010
C18 1.26518 -2.96545 -0.12450  -0.009
H8 3.34137 -4.50331 -0.59679  0.086
H9 3.05316 -4.56282 -2.35812  0.099
H10 4.07682 -3.28847 -1.67214  0.101
H11 2.11025 -2.24082 -3.34202  0.130
H12 0.12593 -0.78752 -3.10568  0.123
H13 -1.34616 0.39137 -1.79069  0.138
H14 -3.36690 1.21004 -1.38003  0.120
H15 -5.33053 1.59013 0.06700  0.124
H16 -5.55594 0.37373 2.22544  0.125
H17 -3.86760 -1.35645 2.84080  0.116
H18 -2.08726 -1.98422 1.24366  0.104
H19 -0.22949 -1.99631 1.04169  0.101
H20 1.59882 -3.61712 0.68340  0.124

Atoms 1-2, force components in eV/Å:
C 0.17 -0.18 0.07
S -0.72 -0.31 0.98

Calculated values
Total charge ... +1
Energy relative to the best compared isomer or geometry (same formula, charge and spin) ... 53.9 kcal per mole
Gap between HOMO and LUMO ... 4.99 eV
F_max ... 2.8 eV/A
E_HOMO ... -10.38 eV

***

Entry from the OMol25 dataset: a structure of composition C18H20O6 at a distorted geometry (ωB97M-V/def2-TZVPD).

Last column: Löwdin charge in e.
Atoms and positions in Å:
C1 6.19246 1.66005 0.75534  0.019
H1 7.25279 1.22424 0.37900  0.123
H2 6.26273 1.91350 1.72309  0.015
H3 6.03472 2.58349 0.14125  0.086
O1 5.17983 0.54390 0.12528  -0.110
C2 3.82383 0.99671 0.56184  -0.349
O2 3.49410 2.01065 1.18923  0.073
C3 2.88910 0.08056 -0.04647  -0.187
C4 3.25191 -1.14193 -0.55263  -0.059
C5 2.38784 -2.11782 -0.85670  0.082
C6 0.92000 -1.60244 -0.70297  -0.144
C7 0.46892 -0.48816 -0.25919  -0.251
C8 1.57612 0.14615 0.09783  0.001
H4 1.27847 1.36767 0.66474  0.245
C9 -0.84856 -0.16389 -0.09558  -0.083
C10 -1.42620 0.65432 -0.85561  -0.277
C11 -2.59799 1.03748 -0.85526  0.058
C12 -3.47404 0.84541 0.27656  -0.336
C13 -2.83679 0.20413 1.13851  -0.016
C14 -1.67082 -0.37368 1.25175  -0.235
O3 -1.38428 -1.20032 2.12392  -0.002
C15 -0.15283 -1.58032 2.60413  -0.008
H5 -0.08583 -2.02735 3.48919  0.043
H6 0.20358 -2.37590 1.88697  0.109
H7 0.69872 -0.69795 2.22156  0.185
H8 -3.43228 -0.13554 2.06642  0.178
O4 -4.67199 1.25989 0.17285  0.003
C16 -5.50741 1.34427 1.22444  -0.091
H9 -5.21273 1.52420 2.30881  0.130
H10 -6.43600 1.66991 1.10069  0.041
H11 -5.73916 0.22283 1.30383  0.125
H12 -3.07975 1.80752 -1.79917  0.216
O5 -0.47352 0.93738 -2.00542  -0.098
C17 -0.92504 1.64792 -3.07168  -0.188
H13 -1.14758 2.70920 -2.65584  0.103
H14 -0.01676 2.02867 -3.69774  0.118
H15 -1.75480 1.40663 -3.75583  0.085
O6 0.19392 -2.80293 -0.88675  -0.106
C18 -1.21486 -2.63528 -1.30104  -0.019
H16 -1.83364 -2.46284 -0.26608  0.131
H17 -1.43720 -3.67100 -1.65653  0.106
H18 -1.58036 -1.74696 -1.70469  0.056
H19 2.52732 -3.06717 -1.24212  0.090
H20 4.30409 -1.53521 -0.53996  0.139

Atoms 1-2, force components in eV/Å:
C 1.75 -2.52 -7.67
H -2.57 0.90 1.03

Calculated values
Energy relative to the best compared isomer or geometry (same formula, charge and spin) ... 363.2 kcal per mole
Gap between HOMO and LUMO ... 8.58 eV
F_max ... 14.4 eV/A
E_HOMO ... -7.95 eV

***

Entry from the OMol25 dataset: a structure of composition C18H21BN17Sn (ωB97M-V/def2-TZVPD).

Last column: Löwdin charge in e.
Atoms and positions in Å:
Sn1 -0.59766 1.90629 0.28128  1.271
C1 -0.89867 1.88910 4.07573  -0.038
C2 -0.28519 0.64132 3.52273  -0.345
C3 0.08784 -0.53398 4.19129  -0.007
C4 0.59107 -1.35758 3.20823  -0.045
N1 0.52655 -0.70006 2.03561  0.019
N2 -0.01704 0.52307 2.22828  -0.046
B1 0.84120 -1.23049 0.61085  -0.655
N3 -0.49420 -1.30550 -0.17676  0.047
C5 -1.05703 -2.28230 -0.89648  -0.037
C6 -2.27127 -1.83894 -1.37302  -0.001
C7 -2.39765 -0.53737 -0.89870  -0.347
C8 -3.55173 0.39313 -1.06764  -0.027
N4 -1.31841 -0.21459 -0.17491  -0.046
N5 1.75465 -0.22800 -0.15552  0.032
C9 2.83218 -0.46896 -0.91283  -0.041
C10 3.29196 0.72642 -1.42374  0.000
C11 2.41001 1.68897 -0.93516  -0.358
C12 2.42157 3.16803 -1.14305  -0.032
N6 1.49450 1.10236 -0.16145  -0.063
N7 1.58439 -2.54869 0.75579  -0.018
C13 2.80747 -2.67062 1.32828  -0.107
C14 3.12671 -4.00212 1.35710  -0.020
C15 2.01517 -4.64657 0.76977  -0.350
C16 1.81172 -6.11094 0.52896  -0.037
N8 1.09171 -3.76984 0.41535  0.123
H1 -1.08471 1.77694 5.14198  0.078
H2 -1.84808 2.11448 3.58858  0.073
H3 -0.24250 2.74844 3.93442  0.079
H4 -0.00202 -0.74792 5.24254  0.103
H5 0.97995 -2.36047 3.26709  0.125
H6 -0.55845 -3.23020 -0.99519  0.106
H7 -2.97282 -2.38350 -1.98089  0.110
H8 -3.86999 0.42476 -2.11047  0.090
H9 -3.31180 1.40381 -0.74918  0.018
H10 -4.39961 0.05356 -0.47073  0.090
H11 3.19538 -1.47305 -1.05447  0.131
H12 4.13276 0.87804 -2.07802  0.110
H13 2.72172 3.40829 -2.16187  0.088
H14 3.12356 3.64886 -0.46039  0.086
H15 1.43781 3.60506 -0.96796  0.035
H16 3.34977 -1.80626 1.67771  0.132
H17 4.02421 -4.45564 1.74301  0.100
H18 2.63820 -6.68601 0.94399  0.072
H19 1.75004 -6.32658 -0.53808  0.076
H20 0.88700 -6.45689 0.99051  0.075
N9 -2.45066 3.47928 -3.07365  0.224
C17 -1.51896 2.46191 -3.16550  -0.454
N10 -1.25265 1.92567 -4.34455  0.052
N11 -0.33680 0.99844 -4.08783  -0.044
N12 -0.06855 0.98080 -2.80114  -0.030
N13 -0.80227 1.90650 -2.18403  -0.071
C18 -2.92677 4.05237 -1.96732  -0.438
N14 -3.73784 5.13816 -1.97830  0.062
N15 -3.94006 5.38776 -0.72249  -0.029
N16 -3.27202 4.46976 0.04913  -0.015
N17 -2.64550 3.63644 -0.72071  -0.073
H21 -2.79821 3.83501 -3.95617  0.168

Atoms 1-2, force components in eV/Å:
Sn 0.22 -0.29 0.42
C 0.02 -0.04 0.01

Calculated values
Gap between HOMO and LUMO (spin up / spin down) ... 9.36 / 6.19 eV
F_max ... 0.6 eV/A
E_HOMO (spin up / spin down) ... -9.01 / -9.12 eV
Spin multiplicity ... 2